Molecular formula: C4H14N2O
Method: DFT, ωB97M-V/def2-TZVPD

Each line ends with the Mulliken charge.
CARTESIAN COORDINATES (ANGSTROEM)
C 0.426 0.142 -2.888  -1.265
C -0.183 -0.607 -1.716  -0.242
C -0.156 0.224 -0.452  -0.675
N -1.099 -0.268 0.523  -0.383
C -1.247 0.552 1.742  -0.339
N -2.467 0.302 2.451  -0.618
H -0.326 0.796 -3.327  0.307
H 1.231 0.758 -2.584  0.349
H 0.752 -0.481 -3.724  0.363
H 0.399 -1.498 -1.465  0.287
H -1.185 -0.943 -1.947  0.297
H 0.831 0.263 -0.020  0.313
H -0.378 1.282 -0.695  0.318
H -2.011 -0.493 0.154  0.250
H -1.163 1.608 1.459  0.310
H -0.375 0.329 2.364  0.201
H -3.223 0.864 2.064  0.273
H -2.825 -0.640 2.318  0.255
O 4.057 -0.513 2.064  -0.637
H 4.061 -1.478 1.998  0.320
H 4.882 -0.198 1.682  0.316

The HOMO energy is -8.5 eV. Its SMILES is CCCNCN.O. The calculation puts the gap between HOMO and LUMO at 9.392 eV. As for the molar mass: 106.2 g mol⁻¹. The charge is 0. Its calculated total energy is -9402.26872 eV.